No. 1
{
  "formula": "C22H18BrMnN2O2",
  "method": "the ωB97M-V functional and the def2-TZVPD basis",
  "elements": ["Mn", "O", "C", "C", "C", "C", "C", "C", "C", "N", "C", "C", "N", "C", "C", "C", "C", "C", "C", "C", "O", "H", "H", "H", "H", "H", "H", "H", "H", "H", "H", "H", "H", "H", "H", "Br", "C", "C", "C", "C", "C", "C", "H", "H", "H", "H"],
  "xyz": [[0.10, -0.30, -0.46], [1.95, -0.20, -0.15], [2.62, 0.36, 0.84], [3.97, 0.67, 0.62], [4.73, 1.25, 1.61], [4.19, 1.56, 2.86], [2.87, 1.27, 3.09], [2.07, 0.66, 2.11], [0.70, 0.36, 2.48], [-0.13, -0.29, 1.77], [-1.50, -0.49, 2.22], [-2.31, -0.97, 1.01], [-1.91, -0.14, -0.13], [-2.68, 0.81, -0.50], [-2.34, 1.91, -1.37], [-3.37, 2.78, -1.77], [-3.10, 3.89, -2.52], [-1.76, 4.17, -2.85], [-0.74, 3.35, -2.45], [-1.00, 2.18, -1.70], [0.00, 1.42, -1.35], [4.39, 0.43, -0.35], [5.77, 1.48, 1.41], [4.80, 2.03, 3.63], [2.42, 1.49, 4.05], [0.39, 0.74, 3.47], [-1.93, 0.43, 2.62], [-1.55, -1.25, 3.01], [-3.38, -0.89, 1.19], [-2.06, -2.00, 0.78], [-3.70, 0.82, -0.10], [-4.39, 2.54, -1.48], [-3.90, 4.55, -2.84], [-1.53, 5.05, -3.43], [0.29, 3.56, -2.70], [0.33, -6.80, -1.89], [0.23, -4.97, -1.42], [0.40, -4.60, -0.09], [0.34, -3.25, 0.25], [0.09, -2.28, -0.71], [-0.08, -2.68, -2.04], [0.00, -4.03, -2.40], [0.60, -5.35, 0.66], [0.49, -2.96, 1.28], [-0.27, -1.96, -2.82], [-0.13, -4.33, -3.43]],
  "lowdin_charge": [0.95, -0.16, -0.31, -0.01, -0.08, -0.10, -0.06, -0.14, -0.07, -0.02, -0.18, -0.18, -0.05, -0.06, -0.14, -0.05, -0.10, -0.07, -0.01, -0.33, -0.14, 0.12, 0.10, 0.10, 0.11, 0.13, 0.12, 0.12, 0.12, 0.10, 0.14, 0.11, 0.10, 0.11, 0.12, 0.72, -0.70, -0.13, -0.11, -0.22, -0.10, -0.13, 0.10, 0.10, 0.10, 0.10],
  "lumo_energy_ev": [-0.088, -0.360],
  "total_energy_ha": -4834.17750,
  "gap_ev": [7.852, 7.704],
  "s2": 6.0810,
  "multiplicity": 5,
  "e_homo_ev": [-7.940, -8.064]
}


No. 2
{
  "formula": "C22H18CeF12NO2S",
  "method": "the ωB97M-V functional and the def2-TZVPD basis",
  "elements": ["Ce", "C", "C", "C", "C", "C", "N", "C", "C", "C", "C", "C", "C", "C", "C", "O", "C", "F", "F", "F", "C", "F", "F", "F", "C", "C", "C", "O", "C", "F", "F", "F", "C", "F", "F", "F", "H", "H", "H", "H", "H", "H", "H", "H", "H", "H", "H", "H", "C", "S", "C", "H", "H", "H", "H", "H", "H"],
  "xyz": [[0.13, -2.03, -0.76], [-2.18, 4.15, -2.72], [-1.73, 2.92, -2.03], [-0.41, 2.86, -1.55], [0.02, 1.79, -0.78], [-0.80, 0.66, -0.65], [-0.35, -0.35, 0.30], [0.08, 0.07, 1.58], [-0.22, 1.38, 2.01], [0.41, 1.93, 3.08], [1.37, 1.21, 3.76], [2.45, 1.90, 4.56], [1.46, -0.15, 3.53], [0.88, -0.75, 2.43], [0.73, -2.30, 2.32], [0.23, -2.75, 1.10], [2.05, -3.07, 2.39], [2.76, -3.04, 3.54], [2.90, -2.55, 1.45], [1.92, -4.34, 2.07], [-0.32, -2.65, 3.40], [-0.77, -3.91, 3.34], [-1.38, -1.90, 3.08], [0.04, -2.43, 4.65], [-2.00, 0.61, -1.37], [-2.47, 1.75, -1.95], [-2.65, -0.74, -1.75], [-1.76, -1.83, -1.41], [-2.71, -0.90, -3.32], [-1.55, -1.54, -3.74], [-2.69, 0.24, -4.01], [-3.75, -1.57, -3.72], [-3.93, -1.11, -0.99], [-4.37, -2.28, -1.39], [-3.67, -1.24, 0.31], [-4.91, -0.21, -1.15], [-1.80, 5.04, -2.18], [-1.74, 4.29, -3.74], [-3.25, 4.26, -2.81], [0.24, 3.73, -1.85], [1.01, 1.72, -0.38], [-0.91, 2.01, 1.43], [0.41, 2.97, 3.33], [3.14, 2.36, 3.84], [2.07, 2.67, 5.20], [3.06, 1.17, 5.17], [2.03, -0.71, 4.21], [-3.45, 1.78, -2.40], [3.65, -1.58, -1.82], [2.27, -0.41, -2.00], [2.13, -0.45, -3.79], [4.48, -1.26, -2.51], [3.47, -2.63, -2.10], [3.94, -1.48, -0.78], [1.84, -1.40, -4.24], [3.15, -0.24, -4.14], [1.43, 0.34, -4.07]],
  "lowdin_charge": [1.36, -0.04, -0.24, 0.00, -0.05, -0.23, -0.11, -0.16, 0.00, -0.01, -0.25, -0.03, 0.01, -0.04, -0.24, -0.25, -0.53, 0.17, 0.14, 0.20, -0.55, 0.17, 0.18, 0.21, -0.05, 0.02, -0.17, -0.29, -0.51, 0.11, 0.17, 0.22, -0.57, 0.20, 0.19, 0.18, 0.09, 0.11, 0.08, 0.14, 0.11, 0.14, 0.12, 0.09, 0.07, 0.10, 0.12, 0.14, -0.34, 0.81, -0.34, 0.08, 0.06, 0.03, 0.06, 0.06, 0.05],
  "lumo_energy_ev": [-4.465, -4.464],
  "total_energy_ha": -3125.90818,
  "gap_ev": [6.472, 6.472],
  "charge": 1,
  "e_homo_ev": [-10.936, -10.936]
}


No. 3
{
  "formula": "C22H18F4N4OS",
  "method": "the ωB97M-V functional and the def2-TZVPD basis",
  "elements": ["C", "C", "C", "C", "N", "C", "O", "C", "C", "C", "C", "C", "F", "F", "F", "C", "C", "C", "N", "N", "C", "C", "C", "C", "C", "F", "C", "N", "C", "C", "C", "S", "H", "H", "H", "H", "H", "H", "H", "H", "H", "H", "H", "H", "H", "H", "H", "H", "H", "H"],
  "xyz": [[0.04, 1.89, -5.23], [-0.33, 0.85, -4.06], [0.54, 0.92, -2.89], [0.13, -0.11, -1.83], [0.71, 0.23, -0.51], [2.13, 0.18, -0.28], [2.57, 0.98, 0.53], [3.02, -0.73, -0.89], [2.71, -2.08, -0.95], [3.56, -2.96, -1.72], [4.74, -2.49, -2.38], [5.76, -3.47, -3.00], [5.45, -4.72, -2.60], [5.67, -3.37, -4.29], [7.01, -3.08, -2.59], [4.91, -1.11, -2.44], [4.04, -0.24, -1.71], [-0.25, 0.37, 0.49], [-1.57, 0.01, 0.31], [-2.45, 0.30, 1.32], [-1.83, 0.56, 2.41], [-2.57, 0.85, 3.69], [-1.82, 1.37, 4.76], [-2.41, 1.80, 5.97], [-3.83, 1.65, 6.11], [-4.41, 2.24, 7.16], [-4.57, 1.04, 5.07], [-5.91, 0.77, 4.97], [-6.23, 0.18, 3.72], [-5.04, 0.07, 3.08], [-3.98, 0.69, 3.88], [-0.09, 0.86, 2.12], [0.11, 2.91, -4.72], [-0.75, 1.79, -6.01], [0.99, 1.46, -5.75], [-0.34, -0.14, -4.58], [-1.37, 1.01, -3.77], [1.57, 0.77, -3.21], [0.45, 1.84, -2.39], [0.51, -1.09, -2.04], [-0.96, -0.24, -1.84], [2.01, -2.42, -0.20], [3.24, -3.98, -1.86], [5.78, -0.71, -2.98], [4.41, 0.77, -1.52], [-0.77, 1.51, 4.73], [-1.92, 2.39, 6.74], [-6.62, 0.99, 5.66], [-7.22, -0.22, 3.50], [-4.82, -0.15, 2.05]],
  "lowdin_charge": [-0.10, -0.29, -0.22, -0.14, 0.00, -0.39, 0.10, -0.19, 0.01, 0.03, -0.10, -0.59, 0.13, 0.20, 0.12, 0.01, 0.02, -0.55, -0.02, 0.00, -0.49, -0.13, -0.06, 0.01, -0.18, 0.06, -0.18, 0.07, -0.05, -0.03, -0.12, 1.11, 0.09, 0.06, 0.09, 0.12, 0.10, 0.12, 0.11, 0.11, 0.11, 0.13, 0.11, 0.13, 0.13, 0.07, 0.11, 0.15, 0.12, 0.09],
  "lumo_energy_ev": -0.203,
  "smiles": "CCCCN(C(=O)c1ccc(C(F)(F)F)cc1)c1nnc(-c2ccc(F)c3[nH]ccc23)s1",
  "total_energy_ha": -1940.99423,
  "gap_ev": 7.606,
  "e_homo_ev": -7.810,
  "e_above_lowest_kj_mol": 192.2
}


No. 4
{
  "formula": "C22H19AuN4",
  "method": "the ωB97M-V functional and the def2-TZVPD basis",
  "elements": ["Au", "C", "N", "C", "C", "C", "C", "C", "N", "C", "C", "C", "C", "C", "C", "H", "H", "H", "H", "H", "H", "H", "H", "H", "H", "H", "C", "C", "C", "C", "N", "C", "C", "C", "C", "C", "C", "N", "H", "H", "H", "H", "H", "H", "H", "H"],
  "xyz": [[0.26, -0.65, 0.71], [-1.34, -2.31, -2.83], [-0.53, -2.34, -1.55], [-0.08, -3.47, -1.20], [0.58, -3.65, 0.08], [1.08, -4.77, 0.67], [1.52, -4.39, 1.98], [1.25, -3.08, 2.11], [0.64, -2.60, 0.96], [-1.94, -0.97, -3.04], [-3.25, -0.60, -2.78], [-3.70, 0.66, -3.16], [-2.81, 1.70, -3.45], [-1.46, 1.35, -3.58], [-1.04, 0.09, -3.36], [-1.99, -3.16, -2.74], [-0.61, -2.59, -3.56], [-0.26, -4.37, -1.77], [1.18, -5.71, 0.12], [1.98, -5.03, 2.77], [1.39, -2.42, 2.92], [-3.92, -1.42, -2.69], [-4.75, 0.80, -3.06], [-3.12, 2.79, -3.77], [-0.78, 2.10, -3.87], [0.04, -0.23, -3.29], [3.19, 0.83, 4.20], [2.25, 1.75, 4.54], [1.46, 2.27, 3.52], [1.70, 1.79, 2.23], [2.65, 0.92, 1.83], [3.38, 0.43, 2.87], [0.76, 2.32, 1.17], [0.65, 3.67, 0.89], [-0.33, 4.25, 0.10], [-1.18, 3.30, -0.54], [-0.95, 1.96, -0.28], [-0.02, 1.44, 0.53], [3.76, 0.32, 5.05], [2.09, 2.01, 5.54], [0.63, 2.93, 3.73], [4.20, -0.27, 2.60], [1.36, 4.41, 1.33], [-0.36, 5.29, -0.07], [-1.97, 3.50, -1.25], [-1.62, 1.17, -0.62]],
  "lowdin_charge": [0.85, -0.17, 0.01, -0.15, -0.37, -0.08, -0.13, -0.22, -0.19, -0.22, -0.05, -0.09, -0.10, -0.14, -0.06, 0.11, 0.11, 0.12, 0.10, 0.09, 0.06, 0.10, 0.09, 0.14, 0.09, 0.13, -0.08, -0.08, -0.02, -0.26, 0.10, -0.12, -0.23, -0.04, -0.02, -0.02, -0.14, -0.06, 0.13, 0.10, 0.12, 0.12, 0.13, 0.10, 0.10, 0.10],
  "lumo_energy_ev": -0.049,
  "total_energy_ha": -1204.39680,
  "gap_ev": 7.150,
  "e_homo_ev": -7.199,
  "e_above_lowest_kj_mol": 32.8
}